No. 1
{"formula": "C7H15Cl3Si", "method": "ωB97M-V with the def2-TZVPD basis set", "elements": ["Cl", "Cl", "Cl", "C", "C", "C", "C", "C", "C", "C", "Si", "H", "H", "H", "H", "H", "H", "H", "H", "H", "H", "H", "H", "H", "H", "H"], "positions_angstrom": [[2.939, 2.305, 1.512], [0.173, 0.963, 2.945], [0.957, 4.329, 3.270], [0.076, -3.111, -1.821], [-0.805, -2.588, -0.672], [-0.018, -1.825, 0.435], [0.438, -0.445, -0.048], [-0.732, 0.541, -0.115], [-0.295, 1.952, -0.608], [-0.185, 3.023, 0.473], [0.961, 2.653, 1.952], [-0.394, -3.991, -2.359], [1.058, -3.435, -1.457], [0.319, -2.332, -2.579], [-1.269, -3.479, -0.198], [-1.663, -2.015, -1.001], [0.874, -2.410, 0.716], [-0.599, -1.738, 1.332], [1.241, -0.044, 0.580], [0.891, -0.525, -1.018], [-1.214, 0.593, 0.862], [-1.521, 0.192, -0.804], [-0.901, 2.328, -1.438], [0.718, 1.892, -1.025], [0.079, 3.996, 0.018], [-1.130, 3.170, 1.048]], "lowdin_charge": [0.2964, 0.3301, 0.2205, -0.1220, -0.2576, -0.2125, -0.2531, -0.2402, -0.2571, -0.3426, -0.4670, 0.0830, 0.0659, 0.0686, 0.1045, 0.0862, 0.1125, 0.0883, 0.0594, 0.1002, 0.0555, 0.1078, 0.1073, 0.1000, 0.0841, 0.0818], "total_charge": 0, "homo_ha": -0.394, "smiles": "CCCCCCC[Si](Cl)(Cl)Cl", "largest_force_ev_per_a": 1.58, "spin_multiplicity": 1, "total_energy_ev": -52951.9746}

=====

No. 2
{"formula": "C7H15ClN2PdS4", "method": "ωB97M-V with the def2-TZVPD basis set", "elements": ["Pd", "S", "S", "S", "S", "Cl", "C", "H", "H", "C", "C", "N", "C", "C", "N", "C", "C", "H", "H", "H", "H", "H", "H", "H", "H", "H", "H", "H", "H", "H"], "positions_angstrom": [[0.067, -0.034, 0.276], [0.062, -1.952, -1.248], [0.335, -3.691, -0.356], [0.609, -3.402, 1.788], [0.460, -1.498, 2.232], [0.043, 3.302, 1.263], [0.112, 1.545, 1.708], [-0.733, 1.401, 2.380], [1.028, 1.455, 2.289], [-0.845, 1.400, -4.260], [-0.624, 0.453, -3.055], [-0.391, 1.232, -1.846], [0.827, 2.025, -1.998], [0.670, 3.004, -3.188], [-0.700, 2.804, -3.762], [-1.747, 3.088, -2.728], [-1.545, 2.081, -1.568], [-1.840, 1.297, -4.691], [-0.109, 1.244, -5.048], [0.233, -0.199, -3.216], [-1.487, -0.192, -2.895], [1.664, 1.345, -2.148], [0.997, 2.573, -1.077], [1.394, 2.822, -3.982], [0.751, 4.043, -2.870], [-0.825, 3.445, -4.540], [-2.721, 2.995, -3.206], [-1.616, 4.117, -2.394], [-2.419, 1.444, -1.437], [-1.365, 2.611, -0.638]], "lowdin_charge": [0.1782, -0.0664, -0.1103, -0.0711, 0.0209, 0.3755, -0.7596, -0.0424, -0.0495, -0.0586, -0.2162, -0.2296, -0.1470, -0.0548, -0.0988, -0.0546, -0.1501, 0.1320, 0.1323, 0.0751, 0.1052, 0.1296, 0.0677, 0.1319, 0.1340, 0.1835, 0.1312, 0.1342, 0.1328, 0.0450], "total_charge": 0, "homo_ha": [-0.206, -0.228], "s_squared": 2.014, "largest_force_ev_per_a": 1.14, "spin_multiplicity": 3, "total_energy_ev": -69823.4580}

=====

No. 3
{"formula": "C7H15ClO2Si", "method": "ωB97M-V with the def2-TZVPD basis set", "elements": ["C", "C", "C", "C", "C", "C", "C", "O", "O", "Si", "Cl", "H", "H", "H", "H", "H", "H", "H", "H", "H", "H", "H", "H", "H", "H", "H"], "positions_angstrom": [[-2.840, 0.169, 0.126], [-1.795, 1.134, -0.218], [-2.165, -1.096, 0.644], [-0.696, 0.389, -0.889], [-1.278, -1.527, -0.459], [1.851, 1.523, 2.019], [3.053, -1.238, -1.040], [1.649, 0.550, 0.995], [1.936, -0.601, -1.391], [1.198, 0.645, -0.646], [-1.937, -2.046, -1.924], [-3.511, 0.569, 0.908], [-3.556, -0.116, -0.642], [-2.318, 1.911, -0.834], [-1.463, 1.507, 0.781], [-1.566, -0.898, 1.507], [-2.980, -1.778, 0.786], [-0.714, 0.271, -1.967], [-0.295, -1.998, -0.366], [0.799, 1.752, 2.401], [2.154, 2.556, 1.645], [2.631, 1.120, 2.684], [3.980, -0.713, -0.851], [3.178, -2.064, -1.744], [2.983, -1.774, 0.016], [1.701, 1.754, -1.541]], "lowdin_charge": [-0.2728, -0.2707, -0.2457, -0.2264, -0.6318, -0.1456, -0.2262, -0.2897, -0.2608, 0.5020, 0.6845, 0.1200, 0.1013, 0.1348, 0.1186, 0.1172, 0.1060, 0.0499, 0.0714, 0.0926, 0.0897, 0.0852, 0.0736, 0.0846, 0.1152, 0.0228], "total_charge": 0, "homo_ha": -0.319, "largest_force_ev_per_a": 5.17, "spin_multiplicity": 1, "total_energy_ev": -31996.5447}

=====

These records have ΔE to the lowest compared entry with this formula, charge and spin values of 10.8; 3.4; 0.0 kJ/mol, in the order they appear.